(1)
Entry from the OMol25 dataset: a molecular structure, C54H45CoIN2P2 (ωB97M-V with the def2-TZVPD basis set).

Cartesian coordinates (Å):
Co -1.687 0.248 -0.553
I 0.104 2.069 -0.362
C -1.534 3.442 -0.111
C -1.252 4.721 0.260
C -2.307 5.643 0.393
C -3.588 5.245 0.142
C -3.884 3.918 -0.244
C -5.210 3.525 -0.531
C -5.479 2.253 -0.944
C -4.438 1.308 -1.048
C -3.132 1.617 -0.750
C -2.836 2.958 -0.367
H -0.235 5.040 0.443
H -2.090 6.660 0.686
H -4.408 5.948 0.224
H -6.002 4.253 -0.415
H -6.491 1.953 -1.181
H -4.703 0.313 -1.374
C 2.751 -3.080 0.814
N 3.887 -2.582 0.064
C 3.867 -1.329 -0.660
P 2.523 -0.133 -0.189
C 2.842 0.079 1.597
C 1.730 0.249 2.421
C 1.881 0.431 3.786
C 3.153 0.455 4.340
C 4.265 0.280 3.529
C 4.114 0.084 2.164
C 3.290 1.361 -0.948
C 3.892 2.392 -0.232
C 4.312 3.539 -0.892
C 4.110 3.677 -2.257
C 3.501 2.657 -2.975
C 3.088 1.507 -2.322
C 5.027 -3.373 -0.009
C 5.969 -3.189 -1.030
C 7.089 -4.000 -1.110
C 7.307 -5.006 -0.181
C 6.390 -5.182 0.845
C 5.264 -4.382 0.936
P 1.083 -2.358 0.408
C 0.944 -2.721 -1.378
C 1.783 -3.460 -2.113
C 1.644 -3.571 -3.564
C 0.649 -2.987 -4.230
C -0.466 -2.287 -3.529
C -0.260 -2.074 -2.000
C 0.127 -3.734 1.200
C 0.011 -5.013 0.657
C -0.721 -5.981 1.327
C -1.337 -5.681 2.536
C -1.219 -4.412 3.081
C -0.493 -3.437 2.409
H 2.874 -2.908 1.895
H 2.670 -4.163 0.671
H 3.736 -1.493 -1.742
H 4.825 -0.816 -0.527
H 0.742 0.236 1.975
H 1.011 0.558 4.418
H 3.279 0.613 5.403
H 5.256 0.301 3.961
H 4.992 -0.060 1.547
H 4.031 2.305 0.837
H 4.791 4.332 -0.333
H 4.413 4.586 -2.759
H 3.328 2.769 -4.037
H 2.592 0.715 -2.876
H 5.822 -2.427 -1.782
H 7.796 -3.844 -1.913
H 8.180 -5.639 -0.252
H 6.554 -5.948 1.591
H 4.585 -4.526 1.764
H 2.617 -3.977 -1.655
H 2.416 -4.119 -4.089
H 0.597 -3.045 -5.310
H -0.756 -1.379 -4.062
H -0.323 -1.017 -1.678
H 0.492 -5.249 -0.286
H -0.807 -6.977 0.913
H -1.905 -6.443 3.053
H -1.684 -4.180 4.030
H -0.406 -2.437 2.818
C -3.024 -2.870 -3.802
C -1.704 -3.197 -3.209
C -1.559 -2.869 -1.709
C -2.691 -2.144 -1.042
C -3.942 -2.223 -1.633
C -4.071 -2.516 -3.026
N -2.366 -1.464 0.076
C -3.082 -1.392 1.248
C -2.726 -0.403 2.187
C -3.337 -0.346 3.420
C -4.308 -1.282 3.760
C -4.660 -2.270 2.847
C -4.059 -2.334 1.607
H -3.129 -2.959 -4.876
H -1.462 -4.242 -3.423
H -1.391 -3.753 -1.091
H -4.819 -1.898 -1.091
H -5.044 -2.361 -3.473
H -1.939 0.304 1.937
H -3.041 0.410 4.134
H -4.779 -1.248 4.732
H -5.408 -3.004 3.114
H -4.318 -3.120 0.909

* LUMO level (spin up / spin down): -2.6842 / -5.0893 eV
* ⟨S²⟩: 6.0844
* highest occupied orbital energy (spin up / spin down): -9.5088 / -9.5084 eV
* spin multiplicity: 5
* net charge: +1
* ΔE to the lowest compared entry with this formula, charge and spin: 100.4 kcal per mole
* calculated total energy: -4557.0783 Eh
* gap between HOMO and LUMO (spin up / spin down): 6.82 / 4.42 eV



(2)
Entry from the OMol25 dataset: 9 unconnected molecules or ions with the total composition C54H45F9 (ωB97M-V with the def2-TZVPD basis set).

Cartesian coordinates (Å):
F -1.620 1.682 -3.986
C -2.871 1.717 -4.482
C -3.946 1.723 -3.658
C -5.210 1.758 -4.289
C -5.323 1.793 -5.703
C -4.186 1.785 -6.537
C -2.929 1.810 -5.901
H -4.022 1.758 -2.581
H -6.139 1.718 -3.740
H -6.310 1.771 -6.142
H -4.163 1.743 -7.616
H -1.945 1.857 -6.343
F -1.263 -1.457 5.769
C -0.752 -0.310 6.359
C -1.418 0.385 7.416
C -0.909 1.626 7.838
C 0.249 2.130 7.337
C 0.929 1.418 6.325
C 0.377 0.284 5.805
H -2.333 0.097 7.914
H -1.424 2.248 8.554
H 0.719 2.975 7.818
H 1.866 1.846 6.000
H 0.853 -0.223 4.979
F -0.028 5.743 1.177
C 1.122 5.023 1.367
C 1.926 4.746 0.287
C 3.108 3.951 0.420
C 3.328 3.406 1.705
C 2.471 3.628 2.746
C 1.379 4.433 2.586
H 1.673 5.289 -0.612
H 3.792 3.765 -0.394
H 4.194 2.776 1.838
H 2.738 3.280 3.733
H 0.695 4.607 3.404
F 0.668 -4.836 -1.965
C 1.117 -5.993 -1.519
C 2.437 -6.153 -1.154
C 2.923 -7.343 -0.646
C 1.991 -8.408 -0.510
C 0.662 -8.265 -0.901
C 0.212 -7.045 -1.358
H 3.144 -5.338 -1.204
H 3.960 -7.463 -0.368
H 2.372 -9.372 -0.208
H -0.053 -9.072 -0.839
H -0.826 -6.931 -1.632
F 1.732 -0.042 2.153
C 0.951 -0.061 1.052
C 0.641 -1.286 0.396
C -0.227 -1.295 -0.730
C -0.722 -0.097 -1.166
C -0.399 1.122 -0.586
C 0.401 1.120 0.530
H 1.117 -2.213 0.682
H -0.363 -2.255 -1.206
H -1.348 -0.063 -2.045
H -0.806 1.997 -1.071
H 0.612 2.058 1.023
F -4.599 -3.155 0.339
C -3.344 -3.394 0.879
C -2.905 -2.536 1.876
C -1.635 -2.675 2.452
C -0.825 -3.732 1.998
C -1.214 -4.574 0.933
C -2.501 -4.379 0.410
H -3.670 -1.795 2.056
H -1.337 -1.937 3.182
H 0.181 -3.747 2.390
H -0.537 -5.358 0.629
H -2.981 -4.945 -0.375
F -2.759 4.666 -0.688
C -2.563 5.354 -1.860
C -1.582 4.953 -2.745
C -1.327 5.684 -3.928
C -2.268 6.696 -4.217
C -3.232 7.052 -3.325
C -3.342 6.411 -2.136
H -0.970 4.078 -2.583
H -0.548 5.317 -4.579
H -2.104 7.273 -5.115
H -3.816 7.931 -3.554
H -4.074 6.676 -1.387
F -1.129 -4.441 -6.810
C -0.858 -3.426 -6.015
C 0.028 -2.495 -6.476
C 0.337 -1.409 -5.687
C -0.268 -1.254 -4.445
C -1.217 -2.214 -4.009
C -1.507 -3.259 -4.823
H 0.390 -2.749 -7.461
H 1.064 -0.681 -6.015
H -0.076 -0.377 -3.844
H -1.793 -2.067 -3.106
H -2.288 -3.966 -4.583
F 7.830 0.488 6.080
C 6.711 0.278 5.360
C 5.556 0.038 6.051
C 4.358 -0.050 5.372
C 4.321 0.105 4.004
C 5.481 0.444 3.306
C 6.687 0.595 4.009
H 5.582 -0.218 7.100
H 3.495 -0.396 5.921
H 3.371 -0.028 3.508
H 5.465 0.718 2.261
H 7.586 0.953 3.529

* LUMO level (spin up / spin down): -3.4935 / -8.0736 eV
* ⟨S²⟩: 0.7662
* highest occupied orbital energy (spin up / spin down): -11.1726 / -11.1722 eV
* spin multiplicity: 2
* net charge: +1
* ΔE to the lowest compared entry with this formula, charge and spin: 9.2 kcal per mole
* calculated total energy: -2983.1022 Eh
* gap between HOMO and LUMO (spin up / spin down): 7.68 / 3.10 eV



(3)
Entry from the OMol25 dataset: a molecular structure, C54H46N2OP2PdS3 (ωB97M-V with the def2-TZVPD basis set).

Cartesian coordinates (Å):
Pd 0.085 0.989 0.929
O -3.031 0.507 1.577
S -1.681 0.307 2.187
C -1.516 1.166 3.712
C -2.130 0.767 4.890
C -2.002 1.586 6.003
C -1.297 2.780 5.919
C -0.738 3.197 4.715
C -0.857 2.393 3.589
P -0.405 2.978 1.929
C 1.045 4.004 2.090
C 2.173 3.464 2.719
C 3.293 4.252 2.904
C 3.296 5.571 2.455
C 2.180 6.104 1.827
C 1.046 5.325 1.642
C -1.781 3.900 1.262
C -1.739 4.252 -0.091
C -2.763 5.006 -0.635
C -3.834 5.399 0.162
C -3.884 5.037 1.500
C -2.858 4.287 2.057
C -1.649 -1.438 2.488
C -0.999 -2.053 3.539
C -1.115 -3.436 3.664
C -1.875 -4.166 2.760
C -2.522 -3.530 1.704
C -2.394 -2.155 1.548
P -3.160 -1.227 0.212
C -2.172 -1.076 -1.128
C -2.228 0.122 -1.972
C -1.279 0.372 -2.878
C -0.057 -0.503 -3.009
C -0.299 -1.889 -2.469
C -1.191 -2.100 -1.495
C -4.870 -1.537 0.061
C -5.627 -1.743 1.227
C -6.983 -1.973 1.111
C -7.584 -1.955 -0.145
C -6.837 -1.717 -1.296
C -5.478 -1.499 -1.204
H -2.684 -0.162 4.949
H -2.453 1.290 6.941
H -1.199 3.406 6.796
H -0.227 4.150 4.653
H 2.165 2.442 3.083
H 4.160 3.851 3.412
H 4.171 6.188 2.611
H 2.184 7.133 1.495
H 0.169 5.752 1.175
H -0.904 3.948 -0.714
H -2.730 5.296 -1.677
H -4.632 5.992 -0.264
H -4.718 5.344 2.116
H -2.903 4.017 3.104
H -0.428 -1.481 4.260
H -0.630 -3.936 4.492
H -1.980 -5.236 2.884
H -3.135 -4.101 1.017
H -3.052 0.816 -1.848
H -1.352 1.254 -3.506
H 0.673 -0.093 -2.310
H 0.345 -2.700 -2.795
H -1.255 -3.076 -1.030
H -5.157 -1.733 2.202
H -7.579 -2.156 1.995
H -8.649 -2.129 -0.228
H -7.320 -1.712 -2.263
H -4.886 -1.331 -2.095
S 1.503 1.891 -0.697
C 2.465 0.569 -1.098
N 3.017 0.408 -2.293
C 4.109 -0.572 -2.460
C 4.838 -0.727 -1.147
N 3.858 -1.126 -0.127
C 4.255 -2.234 0.778
C 4.392 -3.516 -0.001
C 5.637 -4.112 -0.155
C 5.762 -5.292 -0.878
C 4.642 -5.872 -1.454
C 3.393 -5.278 -1.303
C 3.266 -4.104 -0.578
C 2.689 -0.550 -0.114
S 1.365 -1.054 0.812
C 2.529 1.099 -3.503
C 2.006 0.087 -4.511
C 2.786 -0.291 -5.564
C 2.338 -1.263 -6.484
C 1.093 -1.882 -6.372
C 0.269 -1.501 -5.350
C 0.622 -0.435 -4.407
H 4.784 -0.191 -3.225
H 3.707 -1.536 -2.786
H 5.351 0.187 -0.841
H 5.565 -1.532 -1.234
H 3.509 -2.295 1.566
H 5.208 -1.941 1.221
H 6.512 -3.672 0.310
H 6.731 -5.761 -0.981
H 4.738 -6.797 -2.006
H 2.519 -5.751 -1.732
H 2.286 -3.660 -0.430
H 3.346 1.676 -3.935
H 1.744 1.794 -3.211
H 3.766 0.146 -5.708
H 2.992 -1.537 -7.306
H 0.787 -2.632 -7.089
H -0.726 -1.925 -5.259
H 0.067 0.376 -4.958

* LUMO level: -11.5107 eV
* highest occupied orbital energy: -16.6757 eV
* net charge: +4
* ΔE to the lowest compared entry with this formula, charge and spin: 48.6 kcal per mole
* calculated total energy: -4273.8693 Eh
* gap between HOMO and LUMO: 5.16 eV



(4)
Entry from the OMol25 dataset: a molecular structure, C54H48BrN5O2P2ReSi (ωB97M-V with the def2-TZVPD basis set).

Cartesian coordinates (Å):
Re -0.575 0.356 -0.321
C -2.582 -2.900 -0.613
Si -2.575 -1.151 0.036
C -4.052 -0.296 -0.748
C -5.239 -0.970 -1.041
C -6.288 -0.319 -1.675
C -6.164 1.016 -2.038
C -4.998 1.707 -1.753
C -3.955 1.049 -1.107
P -2.448 1.909 -0.603
C -2.847 2.692 0.989
C -2.268 3.904 1.369
C -2.596 4.482 2.586
C -3.487 3.845 3.440
C -4.047 2.627 3.079
C -3.734 2.052 1.855
C -2.219 3.277 -1.771
C -1.388 3.133 -2.884
C -1.300 4.152 -3.821
C -2.042 5.313 -3.663
C -2.882 5.456 -2.567
C -2.973 4.446 -1.623
C -2.798 -1.343 1.904
C -3.950 -1.894 2.466
C -4.043 -2.105 3.834
C -2.978 -1.784 4.670
C -1.823 -1.236 4.137
C -1.743 -1.024 2.762
P -0.295 -0.278 2.001
C 0.418 0.858 3.211
C 1.598 0.536 3.878
C 2.079 1.376 4.874
C 1.385 2.531 5.202
C 0.208 2.853 4.536
C -0.276 2.021 3.540
C 0.954 -1.546 1.719
C 0.841 -2.793 2.204
C 1.697 -3.870 1.744
C 2.591 -3.656 0.768
C 2.898 -2.314 0.270
C 2.042 -1.173 0.791
H -3.497 -3.376 -0.252
H -2.591 -2.940 -1.703
H -1.739 -3.473 -0.233
H -5.348 -2.017 -0.786
H -7.199 -0.857 -1.899
H -6.974 1.516 -2.551
H -4.907 2.745 -2.047
H -1.583 4.421 0.708
H -2.163 5.434 2.863
H -3.751 4.302 4.384
H -4.742 2.131 3.741
H -4.194 1.114 1.574
H -0.819 2.224 -3.019
H -0.654 4.035 -4.681
H -1.971 6.106 -4.394
H -3.470 6.355 -2.445
H -3.639 4.570 -0.778
H -4.794 -2.148 1.834
H -4.949 -2.520 4.256
H -3.052 -1.955 5.735
H -0.999 -0.967 4.788
H 2.134 -0.372 3.632
H 2.991 1.124 5.397
H 1.759 3.179 5.982
H -0.336 3.750 4.799
H -1.203 2.257 3.037
H 0.031 -3.034 2.882
H 1.536 -4.865 2.137
H 3.146 -4.481 0.337
H 3.292 -2.241 -0.737
H 2.060 0.815 0.476
Br 5.310 -6.150 -1.086
C 5.577 -4.361 -1.630
C 6.572 -3.607 -1.030
C 6.785 -2.307 -1.460
C 5.973 -1.749 -2.437
C 4.990 -2.522 -3.050
C 4.800 -3.836 -2.654
N 6.341 -0.438 -2.889
N 5.498 0.400 -3.219
C 4.116 0.262 -2.904
C 3.220 0.486 -3.944
C 1.860 0.498 -3.719
C 1.376 0.324 -2.429
O 0.052 0.469 -2.186
C 2.271 0.098 -1.389
N 1.709 0.010 -0.045
C 3.472 -1.298 1.245
C 4.498 -0.360 0.753
C 4.600 0.182 -0.462
C 3.654 0.112 -1.589
H 7.198 -4.043 -0.264
H 7.590 -1.713 -1.046
H 4.421 -2.121 -3.877
H 4.073 -4.460 -3.155
H 3.620 0.664 -4.934
H 1.155 0.693 -4.517
H 3.611 -1.657 2.257
H 5.297 -0.153 1.454
H 5.491 0.766 -0.664
N 0.616 2.636 -0.184
H 0.749 2.976 0.765
H 0.011 3.302 -0.659
H 1.510 2.684 -0.668
C -0.294 -2.461 -3.374
C 0.236 -2.814 -2.011
N 0.762 -4.040 -1.881
O 0.210 -2.053 -1.038
H -1.035 -3.196 -3.689
H 0.519 -2.474 -4.102
H -0.741 -1.473 -3.354
H 0.735 -4.702 -2.637
H 1.070 -4.348 -0.970

* LUMO level (spin up / spin down): -4.9230 / -6.3715 eV
* ⟨S²⟩: 3.7723
* highest occupied orbital energy (spin up / spin down): -12.2534 / -12.3066 eV
* spin multiplicity: 4
* net charge: +2
* ΔE to the lowest compared entry with this formula, charge and spin: 39.4 kcal per mole
* calculated total energy: -6134.8803 Eh
* gap between HOMO and LUMO (spin up / spin down): 7.33 / 5.94 eV